Model i:
Here is 2 unconnected molecules or ions with the total composition C11H18O from the OMol25 dataset. Energies are from ωB97M-V/def2-TZVPD.

```
30
C11H18O, DFT ωB97M-V/def2-TZVPD
C -3.18 -0.70 2.81
C -1.96 -0.85 1.92
C -1.89 0.19 0.82
C -2.51 -0.04 -0.40
C -2.47 0.90 -1.42
C -1.79 2.10 -1.21
O -1.64 3.02 -2.24
C -1.19 2.37 0.00
C -1.24 1.40 1.00
H -4.08 -0.74 2.21
H -3.13 0.27 3.31
H -3.24 -1.48 3.56
H -1.02 -0.83 2.47
H -1.80 -1.80 1.40
H -3.02 -0.96 -0.64
H -3.04 0.78 -2.34
H -2.51 3.22 -2.61
H -0.77 3.35 0.20
H -0.68 1.52 1.93
C 3.75 -0.22 0.01
C 3.88 -1.60 -0.67
C 3.59 -1.51 -2.17
H 2.80 0.20 -0.30
H 4.55 0.45 -0.33
H 3.88 -0.24 1.08
H 4.90 -1.94 -0.52
H 3.18 -2.29 -0.21
H 2.64 -1.02 -2.40
H 4.42 -1.03 -2.70
H 3.59 -2.53 -2.55
```

Computed properties:
Kohn-Sham gap = 9.5 eV
Total charge = 0

---

Model ii:
Here is 2 unconnected molecules or ions with the total composition C11H18O from the OMol25 dataset. Energies are from ωB97M-V/def2-TZVPD.

```
30
C11H18O, DFT ωB97M-V/def2-TZVPD
C 0.54 -2.83 0.13
C 0.41 -1.76 -0.90
C -0.82 -1.38 -1.43
C -0.90 -0.56 -2.54
C 0.27 -0.16 -3.17
O 0.18 0.65 -4.28
C 1.50 -0.48 -2.64
C 1.56 -1.30 -1.51
H -0.03 -3.73 -0.11
H 0.10 -2.59 1.11
H 1.55 -3.08 0.41
H -1.72 -1.78 -0.98
H -1.80 -0.06 -2.87
H 0.31 1.59 -4.10
H 2.39 -0.13 -3.15
H 2.50 -1.50 -1.01
C -0.12 2.78 2.60
C -0.45 1.80 3.74
C -1.97 1.74 3.94
C 0.23 0.43 3.63
H 0.73 2.42 2.00
H 0.24 3.72 2.98
H -0.89 2.91 1.85
H -0.07 2.33 4.63
H -2.47 1.63 2.99
H -2.15 0.95 4.65
H -2.20 2.70 4.39
H 1.12 0.60 3.03
H 0.61 0.09 4.59
H -0.45 -0.28 3.15
```

Computed properties:
Kohn-Sham gap = 9.5 eV
Total charge = 0

---

Most stable structure - model i; separation to the second - 43.4 kJ/mol.